i.
12
Properties=species:S:1:pos:R:3:mulliken_charge:R:1 method="wB97M-V/def2-TZVPD" gap_ev=9.7 homo_energy_ev=-8.94 lumo_ev=0.7 multiplicity=1
O 1.378 -0.791 -1.646 -0.499
C 1.836 0.403 -1.086 -0.208
C -0.283 0.733 -0.113 0.622
N -1.502 0.500 -0.118 -0.622
N -2.057 -0.130 1.009 0.174
C -1.516 -0.097 2.191 -0.449
N 0.859 1.108 -0.270 -0.338
H 0.697 -0.580 -2.299 0.328
H 2.151 1.126 -1.848 0.273
H 2.696 0.152 -0.464 0.274
H -2.955 -0.525 0.738 0.267
H -2.235 -0.630 2.842 0.177

=====

ii.
12
Properties=species:S:1:pos:R:3:mulliken_charge:R:1 method="wB97M-V/def2-TZVPD" gap_ev=9.4 homo_energy_ev=-9.02 lumo_ev=0.3 multiplicity=1
N -1.818 -0.847 0.958 -0.482
C -0.695 -1.574 1.072 0.429
N 0.307 -2.153 1.193 -0.475
C 1.606 0.503 0.044 -0.485
O 1.901 -0.522 -0.700 -0.302
C 0.710 1.426 -0.683 0.270
N -0.562 1.362 -0.581 -0.588
H -2.626 -1.376 0.650 0.265
H -1.640 0.013 0.423 0.370
H 2.419 -1.146 -0.162 0.439
H 1.238 2.252 -1.183 0.373
H -1.003 2.156 -1.044 0.186

=====

On energetic grounds, ii is preferred over the next structure by 70.3 kJ/mol.

=====

i.
12
Properties=species:S:1:pos:R:3:mulliken_charge:R:1 method="wB97M-V/def2-TZVPD" gap_ev=9.1 homo_energy_ev=-8.28 smiles="Nc1c[nH]c(=O)[nH]1" lumo_ev=0.8 multiplicity=1
N 2.117 0.183 -0.147 -0.530
C 0.764 0.162 0.207 0.053
C -0.100 1.179 -0.036 -0.232
N -1.375 0.690 -0.067 -0.034
C -1.457 -0.671 0.161 0.249
O -2.499 -1.269 0.374 -0.645
N -0.156 -1.109 0.132 -0.177
H 2.171 -0.355 -1.004 0.249
H 2.815 -0.130 0.526 0.260
H 0.048 2.229 -0.295 0.394
H -2.213 1.226 -0.129 0.180
H -0.115 -2.133 0.279 0.233

=====

ii.
12
Properties=species:S:1:pos:R:3:mulliken_charge:R:1 method="wB97M-V/def2-TZVPD" gap_ev=9.6 homo_energy_ev=-8.96 smiles="O=C1CN=CNN1" lumo_ev=0.7 multiplicity=1
O -0.890 1.978 0.724 -0.570
C -0.306 0.964 0.480 0.265
C -0.676 -0.346 1.219 -0.203
N -0.598 -1.359 0.166 -0.440
C 0.082 -1.165 -0.792 0.011
N 0.743 -0.140 -1.218 -0.212
N 0.789 0.933 -0.371 -0.258
H -1.721 -0.124 1.510 0.247
H -0.118 -0.235 2.115 0.254
H 0.208 -2.159 -1.395 0.256
H 1.727 -0.303 -1.573 0.288
H 0.761 1.956 -0.865 0.361

=====

On energetic grounds, i is preferred over the next structure by 235.8 kJ/mol.

=====

i.
12
Properties=species:S:1:pos:R:3:mulliken_charge:R:1 method="wB97M-V/def2-TZVPD" gap_ev=11.0 homo_energy_ev=-10.12 smiles=OCc1nc[nH]n1 lumo_ev=0.9 multiplicity=1
O 0.795 -2.453 0.798 -0.506
C 0.196 -1.221 1.086 -0.303
C 0.024 -0.146 0.010 0.476
N -0.666 0.940 0.511 -0.500
C -0.784 1.738 -0.505 -0.047
N -0.261 1.193 -1.630 0.002
N 0.358 -0.039 -1.260 -0.642
H 1.643 -2.299 0.370 0.314
H 0.674 -0.711 1.941 0.267
H -0.825 -1.448 1.414 0.256
H -1.237 2.702 -0.318 0.411
H 0.084 1.744 -2.418 0.272

=====

ii.
12
Properties=species:S:1:pos:R:3:mulliken_charge:R:1 method="wB97M-V/def2-TZVPD" gap_ev=10.5 homo_energy_ev=-9.86 smiles="N#C[C@H](N)C(N)=O" lumo_ev=0.6 multiplicity=1
N 2.455 0.763 -0.324 -0.387
C 1.514 0.194 -0.010 0.043
C 0.289 -0.504 0.381 0.203
N 0.219 -1.887 -0.088 -0.566
C -0.939 0.292 -0.073 0.466
N -0.694 1.574 0.063 -0.411
O -1.954 -0.090 -0.553 -0.580
H 0.140 -0.484 1.511 0.233
H -0.756 -2.196 0.218 0.279
H 0.645 -1.887 -0.921 0.243
H 0.215 1.929 0.310 0.225
H -1.134 2.296 -0.515 0.251

=====

On energetic grounds, i is preferred over the next structure by 10.0 kJ/mol.

=====

i.
12
Properties=species:S:1:pos:R:3:mulliken_charge:R:1 method="wB97M-V/def2-TZVPD" gap_ev="8.7 / 8.7" homo_energy_ev="-8.92 / -8.92" lumo_ev="-0.2 / -0.2" multiplicity=1
O -1.438 0.925 -0.298 -0.547
C -1.874 -0.382 -0.136 -0.342
C -0.421 -0.696 -0.050 0.710
N 0.147 0.010 -1.171 -0.292
N 1.298 0.340 -0.742 0.070
C 1.390 0.132 0.722 -0.290
N 0.347 -0.817 0.969 -0.596
H 1.071 1.089 1.167 0.255
H -2.425 -0.782 -0.996 0.234
H -2.387 -0.597 0.808 0.267
H 1.897 0.912 -1.324 0.228
H 2.395 -0.134 1.051 0.303

=====

ii.
12
Properties=species:S:1:pos:R:3:mulliken_charge:R:1 method="wB97M-V/def2-TZVPD" gap_ev=11.0 homo_energy_ev=-10.17 smiles=OCc1nc[nH]n1 lumo_ev=0.9 multiplicity=1
O 2.123 -0.867 -1.095 -0.516
C 1.048 0.026 -1.288 -0.480
C -0.025 0.027 -0.230 0.605
N 0.095 0.670 0.971 -0.564
C -1.094 0.537 1.508 -0.038
N -1.887 -0.171 0.681 0.174
N -1.219 -0.498 -0.442 -0.662
H 1.763 -1.759 -1.173 0.327
H 0.565 -0.114 -2.270 0.257
H 1.495 1.020 -1.282 0.250
H -1.431 0.942 2.458 0.413
H -2.885 -0.307 0.722 0.234

=====

On energetic grounds, ii is preferred over the next structure by 386.1 kJ/mol.

=====

i.
12
Properties=species:S:1:pos:R:3:mulliken_charge:R:1 method="wB97M-V/def2-TZVPD" gap_ev=11.1 homo_energy_ev=-10.58 smiles="N#CCO.N=C=N" lumo_ev=0.6 multiplicity=1
N -1.272 -1.178 0.598 -0.480
C -0.185 -1.020 0.238 0.313
C 1.205 -0.922 -0.258 -0.206
O 1.843 -2.171 -0.195 -0.502
H 1.179 -0.496 -1.270 0.244
H 1.766 -0.228 0.371 0.278
H 1.325 -2.799 -0.716 0.321
N -1.917 1.658 1.246 -0.561
C -1.080 1.840 0.378 0.565
N -0.135 2.046 -0.386 -0.549
H -2.372 0.748 1.246 0.345
H -0.357 2.523 -1.253 0.231

=====

ii.
12
Properties=species:S:1:pos:R:3:mulliken_charge:R:1 method="wB97M-V/def2-TZVPD" gap_ev=9.2 homo_energy_ev=-8.85 smiles="Cc1n[nH]c(=O)[nH]1" lumo_ev=0.3 multiplicity=1
C -1.222 -0.175 0.985 -0.905
C 0.244 -0.453 0.857 0.500
N 0.880 0.689 0.956 -0.564
N 1.328 0.928 -0.299 0.114
C 0.778 0.025 -1.234 0.277
O 0.651 0.140 -2.427 -0.580
N 0.488 -1.047 -0.386 -0.225
H -1.238 0.394 -0.025 0.294
H -1.462 0.452 1.846 0.293
H -1.892 -1.027 0.887 0.274
H 1.572 1.884 -0.500 0.247
H -0.126 -1.790 -0.688 0.275

=====

On energetic grounds, i is preferred over the next structure by 60.3 kJ/mol.

=====

i.
12
Properties=species:S:1:pos:R:3:mulliken_charge:R:1 method="wB97M-V/def2-TZVPD" gap_ev=11.1 homo_energy_ev=-10.56 smiles="N#CCO.N=C=N" lumo_ev=0.5 multiplicity=1
N 1.181 -1.135 0.848 -0.462
C 0.904 -0.030 0.644 0.310
C 0.598 1.394 0.378 -0.212
O 1.409 2.257 1.130 -0.500
H 0.675 1.560 -0.705 0.242
H -0.439 1.584 0.662 0.274
H 2.329 2.121 0.869 0.320
N -1.400 -2.561 -0.032 -0.565
C -1.480 -1.527 -0.676 0.564
N -1.673 -0.441 -1.226 -0.546
H -0.484 -2.792 0.345 0.343
H -1.620 -0.431 -2.238 0.232

=====

ii.
12
Properties=species:S:1:pos:R:3:mulliken_charge:R:1 method="wB97M-V/def2-TZVPD" gap_ev=8.6 homo_energy_ev=-8.02 lumo_ev=0.6 multiplicity=1
N 2.254 -0.548 0.142 -0.200
C 1.010 -0.211 0.464 -0.496
C -0.616 1.682 -0.626 -0.405
N -1.517 0.878 -0.067 -0.002
C -1.302 -0.512 0.159 0.485
O -2.181 -1.194 0.622 -0.533
N 0.002 -0.943 -0.122 -0.045
H 2.579 -1.199 -0.571 0.196
H 2.985 -0.022 0.601 0.269
H -0.907 2.708 -0.314 0.146
H -2.314 1.192 0.488 0.263
H 0.070 -1.898 -0.480 0.322

=====

On energetic grounds, i is preferred over the next structure by 210.6 kJ/mol.